Entry 1:
12
Properties=species:S:1:pos:R:3 method="wB97M-V/def2-TZVPD" relative_energy_kcal_mol=59.1 smiles="C=CS/C=N/N" orbital_gap_ev=8.927 spin_multiplicity=1 e_lumo_ha=0.0375
C 2.3819 1.0914 1.1299
C 1.3754 0.3259 0.6782
S 0.5063 0.7676 -0.8311
C -0.9440 -0.2535 -0.8525
N -1.1832 -0.9318 0.1944
N -2.3185 -1.6623 0.3875
H 2.7272 1.9251 0.5510
H 2.8677 0.9018 2.0776
H 1.1136 -0.5721 1.2044
H -1.6224 -0.2192 -1.7310
H -3.1713 -1.2749 0.0228
H -2.3829 -1.8659 1.3671

Entry 2:
12
Properties=species:S:1:pos:R:3 method="wB97M-V/def2-TZVPD" relative_energy_kcal_mol=49.8 smiles="NC(=S)N1CC1" orbital_gap_ev=9.386 spin_multiplicity=1 e_lumo_ha=0.0332
N -1.0757 -1.7032 0.0961
C -1.1406 -0.3596 0.1760
S -2.4384 0.4425 -0.3989
N 0.0990 0.2909 0.7580
C 1.3047 0.2319 -0.0523
C 0.5647 1.5106 0.0264
H -0.3553 -2.2807 0.3869
H -1.8967 -2.1486 -0.3910
H 1.4013 -0.1837 -0.9647
H 2.2822 0.0934 0.5805
H 0.9865 2.1836 0.7564
H 0.2682 1.9228 -0.9733

Entry 3:
12
Properties=species:S:1:pos:R:3 method="wB97M-V/def2-TZVPD" relative_energy_kcal_mol=50.4 smiles="NN1CCC1=S" orbital_gap_ev=9.118 spin_multiplicity=1 e_lumo_ha=0.0245
N 0.8558 -1.7325 -0.3498
N 0.1943 -0.5090 -0.2715
C 0.7196 0.8434 -0.5023
C -0.5889 1.3016 0.2196
C -0.8271 -0.1695 0.4698
S -2.0672 -1.0477 1.1092
H 0.9152 -2.0073 0.6880
H 0.1180 -2.3762 -0.6558
H 0.7393 1.0978 -1.5204
H 1.6732 0.8935 0.0607
H -0.4326 1.8205 1.1592
H -1.2999 1.8855 -0.4068

Entry 4:
13
Properties=species:S:1:pos:R:3 method="wB97M-V/def2-TZVPD" relative_energy_kcal_mol=79.9 orbital_gap_ev=7.779 spin_multiplicity=1 e_lumo_ha=-0.0413
C 0.9130 -1.6625 -0.6734
C 0.9583 0.6341 -0.3477
C -2.2094 0.9152 0.3762
H -0.1219 -1.8618 -0.9706
H 1.1169 -1.7386 0.4839
H 1.5365 -2.4292 -1.2467
H 0.9319 1.7687 -0.6725
H 0.6479 1.3791 1.4762
H -3.2029 0.5312 0.2107
N 1.2880 -0.3491 -1.0709
N 0.4774 0.5752 0.9767
S -1.0005 -0.1628 1.2986
S -1.3351 2.4006 0.1596

Entry 5:
13
Properties=species:S:1:pos:R:3 method="wB97M-V/def2-TZVPD" relative_energy_kcal_mol=107.4 orbital_gap_ev=8.372 spin_multiplicity=1 e_lumo_ha=0.0064
C 0.6378 1.8440 -0.1726
C 0.2936 0.4262 0.0332
C -1.9392 -1.6322 -0.1551
H -0.3164 2.4323 -0.1568
H 1.0428 2.1356 0.8947
H 1.4726 2.0686 -1.0512
H -0.8929 -1.7150 -0.0083
H -2.7001 -2.5362 -0.1434
H 2.8880 -1.9538 0.6993
N -2.5665 -0.5431 -0.1686
N 0.9853 -0.6921 0.2228
S -1.4700 0.7105 0.1223
S 2.5649 -0.5448 -0.1162

Entry 6:
12
Properties=species:S:1:pos:R:3 method="wB97M-V/def2-TZVPD" relative_energy_kcal_mol=17.6 smiles=C[n+]1c[nH]cn1 orbital_gap_ev=12.099 spin_multiplicity=1 charge=+1 e_lumo_ha=-0.1448
C 0.9339 -1.2976 0.1350
N -0.1142 -0.3497 -0.1025
C 0.1217 0.9453 -0.2278
N -1.0926 1.5373 -0.2951
C -1.9981 0.5604 -0.1785
N -1.4342 -0.5670 -0.1162
H 0.6813 -2.3396 -0.1671
H 1.8400 -0.8891 -0.3673
H 1.0799 -1.2606 1.1235
H 1.1835 1.5733 -0.1808
H -1.2958 2.4899 -0.1182
H -3.1377 0.7071 -0.4094

Entry 7:
12
Properties=species:S:1:pos:R:3 method="wB97M-V/def2-TZVPD" relative_energy_kcal_mol=98.4 smiles="C/N=C/C=[N+]=N" orbital_gap_ev=8.298 spin_multiplicity=1 charge=+1 e_lumo_ha=-0.2286
C -1.8360 -0.6379 0.0714
N -0.5676 0.0084 0.0173
C 0.0069 1.0975 0.1471
C 1.5544 1.0485 -0.1143
N 2.0670 -0.0669 0.0092
N 1.8268 -1.1869 0.1678
H -2.3126 -0.2951 0.9633
H -2.3187 -0.3488 -0.8349
H -1.7176 -1.7234 0.0274
H -0.4427 2.0190 0.4044
H 2.1442 1.9999 -0.3613
H 1.5958 -1.9143 -0.4974

Entry 8:
13
Properties=species:S:1:pos:R:3 method="wB97M-V/def2-TZVPD" relative_energy_kcal_mol=140.1 smiles="C=N/[NH+]=C(/C)N=O" orbital_gap_ev="8.107 / 8.104" spin_multiplicity=1 charge=+1 e_lumo_ha="-0.2234 / -0.2236"
C -1.7986 2.0609 -1.1611
N -1.5630 1.3203 -0.1656
N -0.2613 0.2731 -0.1766
C -0.1563 -0.4468 0.9282
C 0.9106 -1.4635 1.0578
N -1.1491 -0.7068 1.6806
O -1.6215 -0.8578 2.6959
H -2.7056 2.6668 -1.0537
H -1.2481 2.3119 -2.0267
H 0.5513 0.0526 -0.7375
H 1.7881 -1.0648 1.6606
H 0.5916 -2.3757 1.5516
H 1.1831 -1.8440 0.1201

Entry 9:
13
Properties=species:S:1:pos:R:3 method="wB97M-V/def2-TZVPD" relative_energy_kcal_mol=195.5 orbital_gap_ev="8.670 / 8.671" spin_multiplicity=1 charge=+1 e_lumo_ha="-0.1789 / -0.1789"
C 0.1897 1.1398 0.7751
C 0.7316 -1.0045 -0.1279
C -0.5802 1.1605 -0.4804
N 2.2011 0.6236 0.5401
N -0.2986 -0.0936 0.2752
N 1.9265 -0.5722 0.2264
O -1.3866 -0.6487 1.0294
H -0.1458 1.7781 1.5139
H 0.5650 -1.9785 -0.3201
H -1.4620 1.7901 -0.3608
H -0.1187 1.5674 -1.4414
H 2.6253 -1.1623 -0.1656
H -1.8921 -1.2434 0.5242

Entry 10:
14
Properties=species:S:1:pos:R:3 method="wB97M-V/def2-TZVPD" relative_energy_kcal_mol=181.2 orbital_gap_ev="7.919 / 8.658" spin_multiplicity=1 charge=+1 e_lumo_ha="-0.2133 / -0.2087"
C 0.1856 1.7847 2.6237
C -0.1242 -0.9658 0.0395
C 0.6848 0.0929 -0.2407
N 0.2596 0.6171 2.2071
N -0.9619 -1.6220 -0.8773
N 1.1884 0.6036 -1.3205
O -0.7121 -1.2649 -2.1794
O -1.8964 -2.3199 -0.6897
H 0.3266 1.9836 3.6593
H 0.0629 2.6863 2.0727
H -0.2965 -1.4752 1.0347
H 1.9356 1.2627 -1.3726
H 0.7626 0.2211 -2.1023
H -1.4150 -1.6042 -2.8544

Entry 11:
13
Properties=species:S:1:pos:R:3 method="wB97M-V/def2-TZVPD" relative_energy_kcal_mol=106.0 smiles="NN1N=CC=CP1" orbital_gap_ev="7.109 / 7.106" spin_multiplicity=1 e_lumo_ha="-0.0139 / -0.0140"
N 2.2273 -0.9181 0.1514
N 0.9814 -0.2633 -0.2556
N 0.0338 -1.1775 -0.1786
C -1.1876 -0.8052 -0.2354
C -1.7289 0.4395 -0.0769
C -0.7908 1.6366 0.2318
P 0.9803 1.4561 -0.1322
H 2.3218 -1.7979 -0.2566
H 3.0230 -0.3327 -0.0558
H -1.7998 -1.6748 -0.2159
H -2.9098 0.4677 -0.0564
H -1.0576 2.4371 0.8670
H 0.9595 1.8734 -1.6169

Entry 12:
13
Properties=species:S:1:pos:R:3 method="wB97M-V/def2-TZVPD" relative_energy_kcal_mol=120.9 orbital_gap_ev=8.923 spin_multiplicity=1 e_lumo_ha=0.0318
C -0.2994 -0.6707 -0.3892
C 0.5357 1.3150 0.1881
C -1.0450 -1.7773 0.2682
N 0.1349 -0.5491 -1.5689
N 0.8299 1.5210 -1.0198
N 0.6204 0.6920 -2.0094
P 0.4189 2.0891 1.7234
H -1.9933 -1.3075 0.3975
H -1.1368 -2.4928 -0.6477
H -0.6794 -2.2156 1.1916
H 1.4301 0.7288 -2.7425
H 1.5293 1.5478 2.2913
H -0.3452 1.1192 2.3174

Entry 13:
13
Properties=species:S:1:pos:R:3 method="wB97M-V/def2-TZVPD" relative_energy_kcal_mol=102.1 orbital_gap_ev=9.015 spin_multiplicity=1 e_lumo_ha=0.0144
C -1.0592 -0.4802 0.6213
C -0.0861 1.6356 0.2222
C -1.1493 0.7233 -0.3699
N 0.0754 -1.0575 0.8350
N 1.3995 -0.3572 -0.2402
N 2.4653 -1.1595 -0.1647
P 1.5046 1.2309 0.3133
H -1.9407 -0.6136 1.1614
H -0.5479 2.4953 0.6723
H -0.6831 0.2734 -1.2115
H -2.2262 1.0391 -0.2960
H 2.1633 -1.9224 -0.7738
H 2.6551 -1.4697 0.7589

Entry 14:
13
Properties=species:S:1:pos:R:3 method="wB97M-V/def2-TZVPD" relative_energy_kcal_mol=157.7 orbital_gap_ev="7.088 / 7.081" spin_multiplicity=1 e_lumo_ha="-0.0058 / -0.0060"
C -0.9228 -0.5066 0.1286
C -2.2950 -0.2543 -0.4476
C -2.2910 -0.3800 0.8478
N -0.0469 0.5786 0.0608
N 1.2314 0.3862 -0.0075
N 1.9857 1.5970 -0.0298
P 2.2992 -0.9146 0.3189
H -0.4545 -1.5763 -0.1468
H -2.8050 -0.0626 -1.2882
H -2.7206 -0.3545 1.8867
H 1.4970 -2.1272 -0.1672
H 1.5389 2.2085 -0.8641
H 2.9836 1.4059 -0.2916

Entry 15:
13
Properties=species:S:1:pos:R:3 method="wB97M-V/def2-TZVPD" relative_energy_kcal_mol=81.8 smiles="S=C1N[C@H]2C[N@H+]2N1" orbital_gap_ev=9.415 spin_multiplicity=1 charge=+1 e_lumo_ha=-0.1449
S 3.1750 -0.0715 -0.1625
C 1.6332 0.1320 0.2000
N 0.7292 1.1444 0.3356
C -0.5817 0.7783 0.3573
C -1.2342 -0.0437 -0.7792
N -0.7046 -0.7377 0.4188
N 0.6158 -1.1996 0.2280
H 0.9039 2.1112 0.6489
H -1.0624 1.3884 1.0793
H -2.3171 -0.1077 -1.0249
H -0.7802 -0.2660 -1.6435
H -1.2495 -1.3222 1.0184
H 0.8724 -1.8061 -0.6764

Entry 16:
15
Properties=species:S:1:pos:R:3 method="wB97M-V/def2-TZVPD" relative_energy_kcal_mol=1.1 orbital_gap_ev="5.857 / 5.856" spin_multiplicity=1 charge=-1 e_lumo_ha="0.0813 / 0.0813"
C 1.0065 0.6574 -0.0320
C -0.3035 1.3544 -0.0560
C 0.8541 -0.6488 -0.7498
N -0.3072 -1.1368 -0.9398
N -1.4747 0.5499 0.1754
N -1.4819 -0.6657 -0.3572
S -2.8653 1.3056 0.7228
S -2.6571 -1.7883 -0.2619
S 2.0885 -2.2381 0.8473
H 1.6318 1.4216 -0.5505
H 1.5676 0.5174 0.9101
H -0.3897 1.9888 0.8998
H -0.4817 2.0754 -0.8901
H 1.7059 -0.9412 -1.3593
H 1.1067 -2.4517 1.6409

Entry 17:
13
Properties=species:S:1:pos:R:3 method="wB97M-V/def2-TZVPD" relative_energy_kcal_mol=105.8 orbital_gap_ev=9.576 spin_multiplicity=1 e_lumo_ha=0.0263
C -0.6423 -0.4394 -0.1598
C -0.3226 -1.6901 -0.0325
C 1.4414 -0.6177 0.0257
H -2.2488 1.1322 -0.6616
H -2.8737 -0.2653 -0.0053
H -1.1079 -2.5007 0.0440
H 2.4939 -0.1858 0.2572
H 1.2198 2.0375 0.8687
H 1.3671 2.1681 -0.6462
N -1.9331 0.2939 0.2607
N 1.1256 -1.7975 0.0706
N 0.5799 0.2857 -0.0267
N 0.9007 1.5792 0.0053

Entry 18:
13
Properties=species:S:1:pos:R:3 method="wB97M-V/def2-TZVPD" relative_energy_kcal_mol=45.1 smiles="[H]/N=C1/NN=C[C@@H]1N" orbital_gap_ev=9.326 spin_multiplicity=1 e_lumo_ha=0.0198
H -1.9328 1.5187 0.1477
N -0.9848 1.8353 0.0780
C -0.2277 0.7669 0.1130
N 1.1425 0.9192 -0.1842
N 1.7850 -0.3401 -0.1057
C 0.8949 -1.2201 0.1149
C -0.4671 -0.6490 0.3978
N -1.5640 -1.2255 -0.3230
H 1.6778 1.7842 -0.4603
H 1.0656 -2.2985 0.2880
H -0.7011 -0.7924 1.5026
H -1.3727 -1.0062 -1.3146
H -2.5879 -0.9148 -0.1728

Entry 19:
13
Properties=species:S:1:pos:R:3 method="wB97M-V/def2-TZVPD" relative_energy_kcal_mol=113.5 orbital_gap_ev="7.801 / 7.802" spin_multiplicity=1 e_lumo_ha="0.0261 / 0.0261"
C 0.9669 0.2594 0.3278
C -1.0047 1.6545 -0.3242
C 1.5065 -1.1085 0.3430
N -2.1851 1.3078 -0.7281
N -2.3020 0.0416 -0.9177
N -1.0862 -0.4950 -0.5730
N -0.2755 0.5044 -0.0826
H 1.5314 1.1211 0.3223
H -0.9088 2.6139 0.2743
H 1.5761 -1.7655 -0.4638
H 0.6957 -1.6288 0.9229
H 2.4544 -1.0231 0.9906
H -0.9686 -1.4819 -0.0914